# 1
C31H38N3S | the ωB97M-V functional and the def2-TZVPD basis

The geometry in XYZ format:
```
73
Properties=species:S:1:pos:R:3:forces:R:3:mulliken_charge:R:1
S 3.2265 2.8350 0.8290 0.830 -1.016 1.385 0.365
N 0.2185 -1.0032 -6.3605 0.346 0.174 0.114 -0.017
N -0.4420 3.2628 1.1910 -1.680 0.972 -0.574 -0.448
N -2.9783 -0.7753 5.2435 0.459 -0.108 -0.365 -0.044
C -1.4705 -2.2331 6.5857 -0.079 0.067 -0.353 -0.846
C 1.1257 0.4551 1.4351 1.791 -0.412 0.110 0.410
C -1.9991 -0.6212 4.3046 0.279 0.769 -0.666 0.547
C 0.5758 -0.7114 -5.0835 -0.180 0.081 1.504 0.214
C 1.7417 1.9802 1.7144 -1.972 1.761 0.117 -0.063
C -1.3128 0.2189 2.1168 -0.155 0.338 0.242 -0.777
C -0.3967 -0.8166 -4.0292 0.655 0.128 0.037 0.942
C -1.8110 -1.1815 -4.3294 -0.616 -0.366 -0.132 -0.883
C -3.7328 0.3027 2.6928 -0.556 -0.062 -0.310 -0.704
C -0.2755 -1.5824 5.8684 0.357 -0.242 0.865 -0.871
C 4.4982 1.7565 1.6622 -0.248 0.574 -1.046 -1.060
C 0.5545 2.7604 1.3888 2.005 0.009 1.208 -0.012
C 2.9350 -0.2176 -5.8017 0.635 0.244 -0.590 -0.956
C 1.2828 -0.2194 -2.3731 -0.190 -0.165 0.188 0.689
C 1.1651 -0.9269 -7.4422 0.509 0.662 -0.759 -0.819
C 2.2291 -0.1172 -3.3966 -0.195 0.150 0.124 -1.337
C -4.5361 0.6589 3.9247 -0.088 -0.130 0.903 -0.878
C -1.1188 -1.3866 -6.7392 -0.420 -0.912 -0.112 -0.793
C 0.7363 0.2417 0.0034 1.985 0.259 -0.650 -0.380
C 1.9001 -0.3254 -4.7267 -0.617 -0.366 -0.281 0.763
C -0.0425 -0.5909 -2.7113 0.810 0.517 -0.303 -1.469
C -4.3628 -0.3978 5.0102 -0.346 -0.891 -0.056 -0.770
C -0.6324 -0.9230 4.5753 -0.411 -0.065 -0.594 0.783
C 0.0365 -0.0113 2.4185 0.815 0.856 -0.485 0.108
C -2.3249 -0.0593 3.0295 0.868 -0.222 0.059 0.096
C 0.3521 -0.6389 3.6251 -0.475 0.104 0.301 -1.153
C 2.6303 -1.1019 -7.0163 -0.463 -0.228 0.101 -0.832
C -2.2000 -0.8960 -5.7642 0.362 0.126 -0.971 -0.882
C -2.6900 -1.3166 6.5483 0.181 0.340 0.741 -0.844
C 1.6598 0.0455 -0.9766 -1.383 0.070 0.359 -0.571
C 3.8242 4.3994 1.7550 -1.225 -0.592 -0.543 -0.945
H 3.2572 0.1845 -3.1508 -0.379 -0.210 -0.104 0.363
H -1.9970 -2.2398 -4.1023 0.122 0.075 -0.053 0.306
H 2.8179 -2.1547 -6.7654 -0.076 0.177 -0.011 0.322
H 3.1776 5.2224 1.4546 -0.017 -0.099 0.084 0.388
H -0.8116 -0.6554 -1.9314 0.323 -0.142 -0.431 0.524
H -2.5306 -0.4758 7.2558 -0.028 -0.267 -0.148 0.300
H -3.1363 -1.3853 -6.0471 0.056 0.088 0.172 0.366
H -4.7743 -0.0907 5.9857 0.053 0.157 -0.432 0.530
H 3.2759 -0.8484 -7.8700 -0.180 -0.064 0.305 0.362
H -1.1569 -2.5039 -6.7951 -0.093 0.563 -0.007 0.295
H 3.9076 -0.5071 -5.3926 -0.031 0.095 -0.014 0.373
H 2.1346 0.1232 1.7232 -0.658 -2.055 -0.433 0.692
H -2.3401 0.1778 -5.9204 0.034 -0.014 0.107 0.331
H -4.2370 -0.5118 2.1496 0.157 0.073 0.146 0.321
H 5.4472 2.0742 1.2173 -0.120 -0.307 0.233 0.477
H -0.3056 0.3206 -0.2706 0.091 -0.111 0.214 -0.040
H -1.2833 -1.0252 -7.7722 -0.139 -0.034 0.532 0.519
H 0.1993 -0.8601 6.5557 -0.165 -0.101 -0.233 0.299
H -5.6027 0.7294 3.7161 0.006 0.071 -0.156 0.369
H -1.7026 -3.1865 6.0975 -0.059 0.127 0.039 0.326
H -1.5915 0.6957 1.1619 0.092 -0.249 0.703 0.199
H 3.0524 0.8233 -6.1548 -0.160 -0.243 0.205 0.302
H 3.8115 4.2400 2.8284 -0.124 -0.128 0.006 0.363
H 2.0788 2.0254 2.7539 -0.529 0.167 0.011 0.614
H 4.4856 1.9205 2.7416 -0.130 -0.009 -0.212 0.422
H 4.8363 4.5825 1.3987 -0.033 -0.292 -0.177 0.433
H -2.4748 -0.6142 -3.6790 -0.035 -0.014 0.166 0.408
H -4.9141 -1.3248 4.7262 0.088 0.486 0.081 0.292
H 1.0640 0.0659 -7.9376 0.048 -0.382 0.122 0.296
H -3.5868 -1.8368 6.8975 0.136 -0.103 -0.010 0.553
H 4.2481 0.7351 1.3880 0.199 -0.047 0.065 0.351
H -1.2289 -2.4499 7.6349 -0.012 0.029 -0.312 0.366
H 1.3787 -0.9402 3.8448 -0.158 0.203 -0.020 0.391
H -3.7291 1.1623 2.0254 0.024 0.001 -0.178 0.367
H 2.7301 0.0653 -0.7520 -0.151 -0.101 0.031 0.387
H 0.8832 -1.6709 -8.1996 0.156 0.061 0.201 0.541
H 0.4794 -2.3542 5.6812 -0.020 0.114 0.043 0.409
H -4.2282 1.6241 4.3311 0.122 0.057 -0.102 0.318
```
Positions in Å, forces in eV/Å.

Values from the calculation:
**HOMO-LUMO gap**: 5.18 eV
**HOMO level**: -8.855 eV
**LUMO level**: -3.68 eV
**Net charge**: +1
**Energy**: -48061.38929 eV



# 2
C18H24F6N7O5RuS3Se | the ωB97M-V functional and the def2-TZVPD basis

The geometry in XYZ format:
```
65
Properties=species:S:1:pos:R:3:forces:R:3:lowdin_spin:R:1
Ru -0.3317 -0.5367 -0.3673 -0.412 0.110 -0.951 0.811
Se -2.4072 -1.3595 -1.4376 -0.121 -0.009 0.069 -0.001
S 3.3538 -1.2169 0.2446 0.121 -0.430 -0.213 0.001
S 2.0691 -3.6349 -0.2386 0.162 0.105 0.255 0.001
S -0.8935 -1.5259 1.6500 0.293 0.176 0.270 0.025
F 1.9601 -1.0865 2.4956 -0.075 -0.064 0.014 0.000
F 1.0216 -5.6361 1.0425 0.079 0.028 0.034 0.000
F 2.1011 -4.2539 2.3178 -0.006 -0.019 -0.026 0.000
F 4.0035 -1.7493 2.7253 0.036 0.025 -0.001 0.000
F 3.1912 -5.6394 1.0555 -0.060 0.043 0.031 0.000
F 3.5760 0.3370 2.3388 -0.038 0.054 -0.018 0.000
O -0.2239 -0.7333 -2.4501 0.320 0.127 0.147 0.027
O 4.6380 -0.6788 -0.0589 0.045 0.004 -0.047 0.001
O 2.2146 -4.4038 -1.4319 -0.036 -0.025 0.011 0.000
O 2.2009 -0.6076 -0.3897 -0.132 0.299 0.569 0.012
O 0.8107 -2.9527 -0.0011 0.033 -0.165 -0.275 0.008
N 0.4432 1.3934 -1.2456 -0.161 -0.067 0.069 0.041
N 3.3538 -2.7821 0.0957 -0.129 0.041 0.008 0.000
N -2.3426 0.7173 1.4665 0.005 -0.171 -0.121 0.005
N -3.3849 -3.3592 0.4067 0.057 0.002 0.047 0.000
N -4.6583 -1.6230 0.4563 -0.065 -0.027 -0.046 0.000
N -2.9325 -0.6957 3.1534 0.028 0.018 -0.032 0.007
N -1.4628 0.9224 0.4149 -0.117 0.284 0.387 -0.013
C -5.2209 -0.3062 0.1909 0.022 -0.047 -0.046 0.000
C -3.5463 -2.1279 -0.1062 0.183 0.007 0.071 0.005
C 1.6912 -1.8753 -3.4461 0.003 -0.034 -0.095 0.001
C 3.2049 -0.9133 2.0664 0.071 -0.029 -0.069 0.000
C 0.2126 -1.9209 -3.0881 -0.222 -0.038 -0.030 0.006
C 0.5584 3.6409 -2.8496 0.041 -0.022 -0.007 0.002
C -5.1879 -2.5349 1.3386 -0.003 -0.051 0.012 0.000
C 1.5019 2.6322 -2.9717 -0.015 0.061 -0.014 0.004
C -2.2652 -4.2490 0.1096 -0.082 -0.052 -0.026 0.000
C -2.1195 -0.4022 2.0915 -0.071 0.160 -0.060 0.012
C -0.4653 2.3705 -1.1131 -0.023 -0.096 0.064 0.005
C -4.3847 -3.6221 1.3115 -0.023 0.029 -0.011 0.000
C -2.3590 3.2170 0.4076 -0.061 -0.015 -0.026 0.002
C 1.3974 1.5151 -2.1640 0.052 -0.087 0.059 0.007
C 2.1158 -4.8639 1.1329 -0.001 -0.031 -0.053 0.000
C -1.4634 2.1230 -0.0708 0.206 -0.042 -0.140 0.019
C -0.6118 -2.0929 -4.3612 0.021 -0.066 -0.060 0.001
C -0.4446 3.5124 -1.9067 0.011 -0.047 0.062 0.003
H -6.2990 -0.3637 0.3206 -0.001 0.026 -0.006 0.000
H -2.0373 -4.1877 -0.9506 0.012 -0.010 -0.008 0.000
H -2.6481 3.0563 1.4404 0.027 -0.017 0.016 0.000
H 0.6017 4.5153 -3.4854 -0.003 0.001 0.000 0.000
H -4.9855 -0.0283 -0.8328 0.004 0.015 0.009 0.000
H -1.2063 4.2696 -1.7923 0.009 0.011 -0.012 0.000
H 1.9774 -2.8064 -3.9392 0.042 0.013 0.031 0.000
H -3.2725 3.2500 -0.1929 0.007 -0.011 -0.003 0.001
H -0.4280 -1.2521 -5.0347 -0.009 0.015 0.017 0.000
H 2.3046 2.6932 -3.6926 -0.006 0.011 -0.002 0.000
H -0.3342 -3.0150 -4.8783 0.004 0.017 -0.005 0.000
H -2.5603 -5.2609 0.3755 0.011 -0.011 -0.006 0.000
H 1.8808 -1.0515 -4.1409 -0.023 0.025 0.032 0.000
H -4.7874 0.4271 0.8675 0.025 0.006 0.027 0.000
H -2.5898 -1.3922 3.7934 -0.009 -0.012 0.003 0.000
H -1.6780 -2.1265 -4.1388 0.018 -0.009 0.018 0.000
H -1.8587 4.1786 0.3101 -0.009 0.005 0.025 0.000
H -6.0831 -2.3344 1.8987 0.004 0.002 0.001 0.000
H -1.3878 -3.9430 0.6752 -0.029 -0.033 -0.038 0.000
H 0.0322 -2.7896 -2.4422 0.025 -0.023 0.006 0.002
H 2.3298 -1.7530 -2.5758 -0.005 0.031 0.060 0.000
H -3.3939 0.0952 3.5741 0.006 0.002 0.028 0.000
H -4.4403 -4.5540 1.8442 -0.005 0.004 0.005 0.000
H 2.0864 0.6886 -2.2401 -0.028 -0.001 -0.011 0.001
```
Positions in Å, forces in eV/Å.

Values from the calculation:
**HOMO-LUMO gap (alpha / beta)**: 7.06 / 7.14 eV
**HOMO level (alpha / beta)**: -7.508 / -7.858 eV
**LUMO level (alpha / beta)**: -0.44 / -0.72 eV
**2S+1**: 2
**Energy relative to the best compared isomer or geometry (same formula, charge and spin)**: 19.3 kcal/mol
**Energy**: -156461.83333 eV
**⟨S²⟩**: 0.760



# 3
C13H13NS | the ωB97M-V functional and the def2-TZVPD basis

The geometry in XYZ format:
```
28
Properties=species:S:1:pos:R:3:forces:R:3:nbo_charge:R:1
S -3.7090 -1.2631 -0.0083 -0.557 0.386 0.438 0.423
N -1.8308 2.4346 0.1892 0.064 -0.897 -0.233 -0.598
C 1.3483 -0.7936 0.8309 0.177 -0.179 -0.038 -0.244
C -0.4815 1.8436 0.2632 -0.458 -0.555 0.128 -0.202
C -2.8591 1.4479 0.5232 -0.916 -0.078 1.162 -0.260
C -2.4772 -2.4129 -0.3379 -1.954 0.023 -0.146 -0.405
C -2.6071 0.0670 -0.0061 0.149 -0.482 0.098 -0.198
C 3.7753 -0.8149 0.4505 -2.140 -0.448 0.105 -0.229
C 2.2765 0.3298 -1.0977 0.144 -1.379 2.123 -0.215
C 1.1590 -0.0378 -0.3169 0.268 1.157 -0.323 0.006
C -1.3316 -1.7633 -0.5156 1.245 -1.082 0.007 -0.248
C 3.5782 -0.0962 -0.6943 -1.539 0.971 -0.882 -0.195
C 2.6168 -1.1529 1.2074 1.372 -0.693 -0.351 -0.177
C -1.3690 -0.3898 -0.3366 -0.078 0.960 -0.144 -0.095
C -0.2225 0.5305 -0.5692 -0.006 1.304 -0.128 -0.267
H -0.2587 0.8983 -1.6035 -0.004 -0.324 -0.122 0.209
H 0.2168 2.5751 -0.0488 0.721 0.870 -0.451 0.202
H -0.2590 1.6828 1.3094 -0.010 -0.374 0.407 0.191
H -3.8854 1.7558 0.3007 0.298 0.461 -0.565 0.216
H -0.4252 -2.2903 -0.6107 1.022 -0.510 -0.587 0.223
H -2.7631 -3.4457 -0.4830 0.298 0.086 0.131 0.242
H 4.7251 -1.2760 0.5775 0.606 -0.086 0.739 0.216
H -2.9483 1.3734 1.6391 0.511 -0.020 -0.634 0.202
H 4.4132 0.1523 -1.3120 0.409 0.100 -0.405 0.208
H 2.1093 0.8702 -1.9874 0.040 0.641 -0.900 0.209
H -1.9925 2.8167 -0.7342 -0.032 -0.085 -0.063 0.355
H 2.7209 -1.8567 2.0108 0.139 -0.046 0.497 0.206
H 0.4806 -1.1846 1.3601 0.232 0.279 0.138 0.224
```
Positions in Å, forces in eV/Å.

Values from the calculation:
**HOMO-LUMO gap**: 9.34 eV
**HOMO level**: -8.477 eV
**LUMO level**: 0.86 eV
**Energy relative to the best compared isomer or geometry (same formula, charge and spin)**: 14.2 kcal/mol
**SMILES string**: c1ccc([C@@H]2CNCc3sccc32)cc1
**Energy**: -26016.61877 eV



# 4
C20H14Cl44InS | the ωB97M-V functional and the def2-TZVPD basis

The geometry in XYZ format:
```
80
Properties=species:S:1:pos:R:3:forces:R:3:mulliken_charge:R:1
In 2.4072 3.4225 1.4447 0.119 0.164 0.168 0.831
Cl -6.9374 -0.2832 -0.0606 0.041 -0.035 0.005 -0.116
Cl 11.5190 1.0918 -4.5954 0.001 0.032 0.003 -0.108
Cl -4.2436 -8.9242 -7.0782 -0.008 -0.007 -0.002 -0.109
Cl -1.1592 -2.2180 -4.1466 -0.012 -0.013 -0.012 -0.127
Cl -6.6674 -1.1436 -7.7186 -0.010 -0.001 0.001 -0.105
Cl 10.4351 -4.7272 -2.5545 0.101 0.039 0.021 -0.109
Cl -6.1076 -2.1467 -5.0741 0.142 -0.177 -0.201 -0.021
Cl -1.3425 6.6782 0.1324 -0.029 0.000 0.003 -0.094
Cl -7.4124 -3.8382 -7.0036 -0.026 -0.029 -0.042 -0.052
Cl -11.1481 5.0777 6.8514 -0.020 0.004 0.003 -0.110
Cl 0.4616 -0.8189 -2.2061 -0.024 -0.026 0.003 -0.050
Cl -1.9047 -3.6682 7.4479 -0.006 -0.006 0.019 -0.130
Cl 12.0710 3.3329 -2.8674 0.008 0.000 -0.014 -0.101
Cl 7.3099 -2.6748 1.9489 0.039 -0.079 -0.038 -0.138
Cl -3.8057 5.3389 0.8402 -0.031 0.049 0.011 -0.044
Cl -5.9006 -7.0197 -8.4732 -0.002 0.016 0.015 -0.096
Cl -12.3347 5.2623 4.2264 -0.007 0.001 -0.016 -0.096
Cl 14.0842 1.3089 -3.2921 0.008 -0.013 -0.009 -0.104
Cl -7.9673 2.9640 0.3264 0.008 0.039 0.007 -0.027
Cl -2.1090 -1.0960 6.1560 0.011 -0.012 -0.024 -0.076
Cl 7.9210 -3.7723 -0.6432 -0.088 -0.046 0.031 -0.022
Cl 0.1598 -2.7966 5.6295 -0.136 -0.250 0.095 -0.080
Cl 5.7191 -4.8395 0.8925 0.009 -0.013 0.003 -0.119
Cl -9.6132 5.1161 1.3216 -0.056 0.025 -0.067 -0.072
Cl 13.2368 -4.0949 -2.2648 0.013 -0.015 -0.013 -0.112
Cl -4.5820 -6.2638 -6.0183 -0.010 -0.002 -0.015 -0.038
Cl 11.2815 -2.6623 -0.7083 -0.001 -0.064 -0.018 -0.079
Cl -4.9388 -1.4991 -1.7540 -0.414 0.085 -0.080 -0.016
Cl 11.7303 0.7013 -1.7417 0.010 0.128 0.007 -0.027
Cl -2.0685 -1.9475 -1.4246 0.338 -0.120 0.033 -0.055
Cl -2.7911 5.1609 -1.8512 -0.020 0.023 -0.042 -0.141
Cl -7.3638 5.6891 -0.3937 -0.010 -0.003 0.007 -0.087
Cl -7.0000 0.1465 -2.9136 -0.105 0.176 0.218 -0.080
Cl -6.9268 4.7832 2.3095 -0.031 -0.007 0.024 -0.082
Cl -7.6682 -2.4467 -1.8193 -0.013 0.025 -0.005 -0.075
Cl -6.7814 -8.1269 -5.9598 -0.009 0.004 -0.002 -0.095
Cl -1.4289 3.8034 0.2997 -0.166 0.044 0.020 0.046
Cl 5.5286 -2.2077 -0.2747 0.026 -0.019 0.021 -0.051
Cl -2.4516 -3.5157 4.6226 0.016 0.002 -0.013 -0.101
Cl 0.1571 -3.6806 -2.0317 -0.015 -0.005 -0.011 -0.118
Cl -8.8263 -1.5976 -5.8578 0.003 0.001 0.006 -0.101
Cl -9.9795 3.6497 4.6363 0.002 0.002 0.043 -0.059
Cl 11.4585 -2.2238 -3.5533 0.005 -0.112 -0.022 -0.048
Cl -9.7986 6.5285 4.7562 0.001 -0.021 0.017 -0.070
S 5.6441 2.2579 1.3499 0.281 0.360 -0.232 -0.187
C 12.3490 1.6086 -3.1190 -0.030 -0.005 0.047 0.334
C -5.3751 -7.5818 -6.8801 0.027 0.030 0.020 0.330
C 1.3201 1.0390 3.3185 -0.548 -0.263 -0.483 -0.398
C -1.5735 -2.7629 5.9594 0.047 0.009 0.042 0.339
C 11.6009 -3.4228 -2.2677 -0.011 0.007 -0.041 0.343
C -7.2519 -2.1808 -6.4124 0.026 -0.024 0.040 0.282
C -0.4869 -0.0303 1.4866 0.322 0.443 -0.080 -0.799
C 6.6133 -3.3686 0.4791 -0.035 0.103 -0.018 0.287
C 1.1840 1.6392 2.0619 0.406 0.718 -0.256 -0.518
C -10.8122 5.1288 5.1166 0.061 -0.009 -0.013 0.320
C 4.1804 2.5650 0.3416 -0.685 -0.375 0.391 -0.945
C -0.3163 -0.6202 2.7321 -0.275 -0.335 0.074 0.145
C 4.9655 1.4073 2.7738 0.024 -0.412 0.170 -0.266
C -0.6438 -2.1636 -2.4532 0.080 0.080 0.037 0.344
C -7.9667 4.6388 0.8890 0.041 -0.006 -0.011 0.283
C -6.6367 -1.0196 -1.6379 -0.009 -0.003 0.007 0.260
C 4.6052 -0.0514 2.5345 -0.231 -0.061 0.458 -0.367
C 0.2703 1.0932 1.1529 0.100 -0.314 0.676 -0.511
C 0.5714 -0.0905 3.6573 0.514 0.600 -0.118 -0.001
C -2.3287 5.2408 -0.1386 0.085 -0.136 0.025 0.208
H 1.4698 4.5067 0.3966 0.103 -0.185 -0.076 -0.462
H 2.9101 4.3555 2.8826 0.002 -0.213 -0.066 -0.392
H 3.8719 1.6068 -0.0819 -0.062 -0.032 -0.184 0.191
H 4.4223 3.2138 -0.4950 0.348 0.148 0.050 0.375
H -1.1953 -0.4119 0.7660 -0.100 -0.217 0.052 0.289
H 4.1040 1.9176 3.2025 -0.026 0.343 -0.213 -0.069
H 2.0151 1.4624 4.0323 0.032 -0.013 0.145 0.370
H 5.4841 -0.6638 2.3555 0.052 0.070 -0.227 -0.143
H 3.8809 -0.1780 1.7339 0.025 0.061 -0.207 0.248
H 4.1216 -0.4432 3.4345 -0.036 -0.066 0.047 0.270
H 0.1618 1.5565 0.1796 -0.080 -0.073 -0.152 0.776
H -0.8856 -1.5083 2.9788 -0.066 -0.041 0.042 0.112
H 5.7477 1.4511 3.5315 0.122 0.064 0.068 0.354
H 0.7181 -0.5249 4.6386 -0.158 -0.034 -0.147 0.259
```
Positions in Å, forces in eV/Å.

Values from the calculation:
**HOMO-LUMO gap**: 5.38 eV
**HOMO level**: -4.219 eV
**LUMO level**: 1.16 eV
**Net charge**: -1
**Energy**: -587958.72059 eV



Q: energy of number 3 (C13H13NS)?
A: -26016.61877 eV



Q: The highest energy belongs to which entry?
A: C13H13NS



Q: energy of number 3 (C13H13NS)?
A: -26016.61877 eV



Q: Which of these has the highest energy?
A: C13H13NS